Formula: C17H33NO2P2Pb
Source: OMol25
Level of theory: wB97M-V/def2-TZVPD

Summary:
highest occupied orbital energy = -6.02 eV

CARTESIAN COORDINATES (ANGSTROEM)
Pb 0.0000 0.0000 0.0000
P 2.4813 -0.1230 -0.1672
P -2.4806 0.1271 0.2115
N -0.0415 1.0562 -1.4415
H 1.4376 -2.5378 2.2728
C 3.2457 -1.6038 -0.9950
H 4.3494 -1.5478 -1.0187
H 2.8614 -1.6698 -2.0271
H 2.9396 -2.5160 -0.4546
C 3.4218 -0.0737 1.4260
H 4.5008 -0.2514 1.2711
H 3.0172 -0.8404 2.1076
H 3.2737 0.9156 1.8893
C 3.2151 1.2735 -1.1205
H 4.3168 1.2805 -1.0475
H 2.8051 2.2170 -0.7248
H 2.9119 1.1824 -2.1763
C -3.5178 -1.2444 -0.4973
H -4.6000 -1.0477 -0.3896
H -3.2657 -2.1875 0.0164
H -3.2720 -1.3577 -1.5669
C -3.1511 0.2421 1.9320
H -4.2555 0.2488 1.9444
H -2.7710 1.1674 2.3960
H -2.7801 -0.6166 2.5162
C -3.1886 1.6152 -0.6148
H -4.2688 1.7199 -0.4117
H -3.0184 1.5308 -1.7006
H -2.6477 2.5032 -0.2492
C -0.0165 1.8644 -2.5434
C 0.0250 2.1721 -4.9684
C -0.0036 1.3243 -3.8565
C -0.0001 3.2765 -2.3859
C 0.0292 4.1103 -3.5064
C 0.0419 3.5669 -4.8026
H 0.0347 1.7413 -5.9759
H -0.0164 0.2361 -3.9738
H -0.0090 3.6844 -1.3705
H 0.0425 5.1974 -3.3693
H 0.0647 4.2256 -5.6769
C 0.3580 -2.6072 2.0079
O 0.0354 -1.5217 1.1817
C 0.1353 -3.9223 1.2492
H -0.3005 -4.6804 1.9244
H 1.0864 -4.3165 0.8498
H -0.5617 -3.7638 0.4087
C -0.4635 -2.5307 3.3000
H -1.4144 -3.0824 3.1958
H -0.6907 -1.4778 3.5436
H 0.1047 -2.9586 4.1419
C 0.5881 1.2757 2.9184
C 0.1607 1.5728 1.5186
O -0.1318 2.7174 1.2138
H 0.8369 0.2042 3.0285
H -0.2316 1.5342 3.6207
H 1.4853 1.8769 3.1719

Formula: C17H33NO6
Source: OMol25
Level of theory: wB97M-V/def2-TZVPD

Summary:
highest occupied orbital energy = -9.29 eV

CARTESIAN COORDINATES (ANGSTROEM)
C 5.8535 0.0009 -1.2661
C 4.3757 -0.3242 -1.1504
O 4.1918 -1.7041 -1.4061
C 2.8330 -2.1004 -1.3393
C 2.1622 -1.9796 -2.7145
O 0.7792 -1.6740 -2.6521
C 0.4915 -0.4113 -2.1491
C -0.4578 -0.3407 -0.9700
C -0.5191 1.1958 -0.8632
C -0.4799 1.6213 -2.3254
O -0.7038 2.7255 -2.7567
N -0.1178 0.4905 -3.1634
H 6.4074 -0.4013 -0.4161
H 6.0144 1.0766 -1.3237
H 6.2499 -0.4649 -2.1699
H 3.9961 -0.0694 -0.1518
H 3.8095 0.2868 -1.8688
H 2.8202 -3.1367 -0.9988
H 2.3072 -1.5038 -0.5862
H 2.2314 -2.9405 -3.2271
H 2.7156 -1.2514 -3.3163
H 1.3981 0.1203 -1.8326
H -1.4564 -0.7052 -1.2379
H -0.1351 -0.8875 -0.0905
H 0.3766 1.5009 -0.3119
H -1.3933 1.5539 -0.3231
H -1.0167 0.0630 -3.4017
C -0.7644 -4.1738 2.0781
C -1.3382 -2.7818 1.9766
C -2.8299 -2.6635 1.7943
O -0.6347 -1.7997 2.0285
H 0.3143 -4.1186 2.2023
H -1.2022 -4.6970 2.9297
H -0.9977 -4.7391 1.1743
H -3.3505 -3.1239 2.6359
H -3.1335 -3.1717 0.8776
H -3.1021 -1.6130 1.7231
C 0.8812 1.3615 3.0415
C 1.8351 2.3439 2.4088
C 1.9529 3.7009 3.0601
O 2.4718 2.0589 1.4208
H 0.8918 0.4324 2.4758
H 1.1686 1.1588 4.0743
H -0.1323 1.7666 3.0373
H 2.2887 3.5917 4.0925
H 0.9805 4.1956 3.0688
H 2.6646 4.3114 2.5101
C -5.8168 1.5487 0.5844
C -4.6834 1.2321 -0.3605
C -4.5189 2.1409 -1.5536
O -3.9410 0.2967 -0.1684
H -5.8289 0.8280 1.3983
H -5.6940 2.5538 0.9906
H -6.7682 1.5114 0.0517
H -4.3502 3.1669 -1.2228
H -5.4237 2.1246 -2.1632
H -3.6724 1.8171 -2.1542

Formula: C17H34B3Br9CaLiNaO11P
Source: OMol25
Level of theory: wB97M-V/def2-TZVPD

Summary:
charge = +1
highest occupied orbital energy = -7.24 eV

CARTESIAN COORDINATES (ANGSTROEM)
C -3.4517 0.6001 -2.7687
O -2.7205 1.7843 -2.9349
C -1.3588 1.6881 -2.4994
C -1.0112 2.8352 -1.5508
C -2.0801 3.0733 -0.4894
C -2.2918 1.9033 0.4978
C -1.0474 1.0612 0.7729
C -1.4038 -0.1303 1.6653
C -0.4070 -1.3029 1.5881
C 0.5919 -1.2953 2.7540
C 1.4886 -0.0451 2.6840
B 2.9461 -0.2314 3.2287
O 3.8305 0.8626 3.1860
B 4.1627 1.1964 4.4984
O 4.3642 0.1430 5.3592
B 4.5502 -1.0011 4.5664
C 5.9311 -1.7422 4.4935
C 6.3348 -2.0434 3.0215
C 7.1962 -0.9723 2.4358
O 8.3991 -0.9954 2.5522
O 6.5863 0.0149 1.7708
O 3.4316 -1.3754 3.8125
H -4.4512 0.7702 -3.1474
H -2.9873 -0.2289 -3.3353
H -3.5290 0.2886 -1.7265
H -0.7407 1.7812 -3.4015
H -1.2392 0.7174 -2.0085
H -0.0366 2.6749 -1.0966
H -0.9228 3.7295 -2.1668
H -1.8281 3.9671 0.0774
H -3.0086 3.2917 -1.0085
H -2.5998 2.3262 1.4500
H -3.0929 1.2714 0.1196
H -0.3263 1.6852 1.2959
H -0.5811 0.6608 -0.1210
H -2.3917 -0.4813 1.3372
H -1.5147 0.1467 2.7139
H -0.9973 -2.2315 1.6443
H 0.1154 -1.3349 0.6349
H -0.0205 -1.1969 3.6488
H 1.1595 -2.2201 2.7921
H 1.5709 0.3525 1.6726
H 1.0371 0.7452 3.2858
H 4.2541 2.3298 4.8235
H 5.9714 -2.6434 5.0977
H 6.6662 -1.0490 4.9010
H 6.9423 -2.9399 3.0121
H 5.4471 -2.2457 2.4272
H 7.2863 0.5963 1.4318
Li -1.2971 -0.9857 -4.1184
C 10.0480 1.1829 4.6033
O 10.5761 1.0507 3.2928
H 10.2379 2.2005 4.9362
H 8.9678 1.0024 4.6107
H 10.5314 0.4889 5.2961
H 10.3973 0.1501 3.0020
C -6.4914 0.6447 -5.9933
Br -4.9151 1.7510 -5.8293
Br -6.0802 -1.1992 -5.8267
Br -7.8548 1.1610 -4.7085
H -6.9091 0.8155 -6.9760
O -9.5423 -2.6468 -5.8011
P -8.9359 -3.9653 -6.2840
O -10.0729 -4.9226 -6.6115
O -8.0729 -4.5020 -5.1422
O -8.0272 -3.7216 -7.4841
Na -7.6316 3.9273 -4.4739
Ca -2.6608 -2.9310 2.3846
C -3.5320 6.6849 -3.9032
Br -1.7477 6.1885 -4.4058
Br -4.3946 7.7488 -5.2481
Br -4.5816 5.1168 -3.4588
H -3.4671 7.2795 -3.0035
C -1.7500 -7.5626 -0.2893
Br -2.8685 -8.1520 -1.7363
Br 0.0621 -7.2493 -0.8657
Br -2.4908 -5.9899 0.5936
H -1.7203 -8.3561 0.4432

Formula: C17H34BF5N4O9PS
Source: OMol25
Level of theory: wB97M-V/def2-TZVPD

Summary:
charge = +1
highest occupied orbital energy = -11.10 eV

CARTESIAN COORDINATES (ANGSTROEM)
C 2.7265 3.5242 -1.2813
C 3.0687 2.0278 -1.2978
B 2.3541 1.0698 -0.3010
O 2.3921 -0.2616 -0.6171
C 1.4425 1.5050 0.9657
C 0.7983 0.3089 1.7029
C 0.6305 0.7882 3.0686
N 1.2085 1.9068 3.2800
C 1.9145 2.4681 2.0765
P 1.2809 4.2503 1.9762
O 0.0552 4.2419 1.2012
O 2.4799 5.1226 1.4510
O 1.1126 4.6713 3.4899
S 3.6721 2.5128 2.5594
O 4.4980 2.8278 1.4512
O 3.6679 3.3188 3.7500
C 4.1786 0.7851 3.0401
F 3.3480 0.3038 3.9758
F 4.0777 0.0158 1.9527
C 5.6468 0.7144 3.5759
F 6.4921 0.7212 2.5525
F 5.7742 -0.4331 4.2527
F 5.9016 1.7353 4.3903
H 2.7932 3.9364 -2.2888
H 3.4514 4.0785 -0.6860
H 1.7072 3.7135 -0.9343
H 4.1498 1.8905 -1.1910
H 2.8338 1.6189 -2.2878
H 2.5159 -0.8935 0.0935
H 0.5941 1.9745 0.4501
H -0.1931 0.1205 1.2702
H 1.3075 -0.6571 1.6718
H 0.1053 0.2965 3.8797
H 1.1879 2.3596 4.1859
H 2.2224 5.5965 0.6452
H 1.8879 4.4936 4.0477
C -1.9722 1.2395 -3.0539
C -0.9152 0.6809 -2.1355
O -0.5101 1.3175 -1.1571
N -0.4339 -0.5430 -2.3934
C -0.7878 -1.4293 -3.4859
H -2.2511 2.2248 -2.6924
H -1.5964 1.3271 -4.0736
H -2.8470 0.5880 -3.0616
H 0.2374 -0.8742 -1.7126
H -1.2168 -2.3489 -3.0956
H 0.1022 -1.6722 -4.0695
H -1.5224 -0.9640 -4.1313
C -5.5330 -2.5072 -4.1239
C -4.8331 -1.9848 -2.8917
O -3.6121 -1.9643 -2.8068
N -5.6079 -1.5314 -1.8752
C -7.0553 -1.4778 -1.8043
H -4.7743 -2.8252 -4.8319
H -6.1718 -3.3570 -3.8819
H -6.1474 -1.7327 -4.5838
H -5.0812 -1.1932 -1.0852
H -7.3987 -0.4509 -1.6741
H -7.4246 -2.0717 -0.9672
H -7.4894 -1.8695 -2.7179
C -1.9229 -3.2058 0.7949
C -0.4345 -3.1477 0.5445
O 0.0811 -2.1734 0.0052
N 0.3096 -4.2123 0.9212
C -0.1350 -5.4410 1.5542
H -2.3590 -2.2829 0.4237
H -2.3745 -4.0459 0.2674
H -2.1422 -3.3097 1.8586
H 1.2907 -4.1223 0.7056
H 0.3575 -5.5797 2.5170
H 0.0938 -6.3013 0.9253
H -1.2070 -5.4121 1.7174

Formula: C17H34Br6O5
Source: OMol25
Level of theory: wB97M-V/def2-TZVPD

Summary:
spin multiplicity = 2
charge = +1
expectation value of S² = 0.756
highest occupied orbital energy (spin up / spin down) = -11.94 / -11.94 eV

CARTESIAN COORDINATES (ANGSTROEM)
C -0.2169 -3.0158 0.1319
C -0.2826 -1.7027 -0.5571
O -1.2219 -0.9581 -0.4282
C 0.8753 -1.2737 -1.4334
H 0.5350 -2.9430 0.9177
H 0.1669 -3.7394 -0.5874
H -1.1400 -3.3911 0.5736
H 1.7608 -1.8408 -1.1461
H 0.9594 -0.2199 -1.1677
H 0.7087 -1.2928 -2.5104
O -1.7656 2.6823 2.8293
C -1.5261 3.1548 1.7741
O -1.4563 4.4071 1.3620
C -1.4566 5.4722 2.2884
C -0.1352 6.2160 2.3413
C -1.1528 2.1988 0.6184
H -1.8802 5.2656 3.2712
H -2.2201 6.1394 1.8883
H -0.0947 6.7109 1.3710
H 0.6596 5.4755 2.4315
H -0.1438 7.0355 3.0600
H -0.3809 1.5990 1.1006
H -0.7102 2.6975 -0.2439
H -2.0316 1.6315 0.3119
O 6.1496 -2.8664 -3.8162
C 5.6439 -2.0475 -3.0828
O 6.2035 -0.9793 -2.4150
C 7.5720 -0.9816 -2.2412
C 7.9211 0.2736 -1.4354
C 4.1334 -2.0097 -3.0031
H 8.0839 -0.9761 -3.2035
H 7.7443 -1.8680 -1.6307
H 7.7396 1.2763 -1.8224
H 8.9682 0.3042 -1.1342
H 7.4410 0.1867 -0.4608
H 3.7859 -2.7256 -2.2583
H 3.6340 -2.2552 -3.9403
H 3.7403 -1.0266 -2.7439
Br -4.3796 -2.6171 2.8299
C -5.2837 -2.1682 1.1211
C -5.4968 -3.3798 0.1924
Br -3.6846 -4.1463 -0.2662
H -4.7085 -1.3643 0.6617
H -6.2002 -1.7164 1.5008
H -6.0514 -3.0749 -0.6950
H -6.0471 -4.1341 0.7548
Br -4.5059 -1.5317 -2.6355
C -3.4616 0.1608 -2.4472
C -2.3344 0.0578 -3.4348
Br -1.2674 1.7003 -3.2773
H -3.1280 0.2697 -1.4152
H -4.1271 1.0095 -2.6049
H -2.6358 -0.0203 -4.4794
H -1.7307 -0.8452 -3.3442
Br -3.3655 0.6209 5.1824
C -1.4686 0.0690 4.6775
C -1.4358 -0.8771 3.4707
Br 0.4207 -1.0457 2.8788
H -0.9427 -0.3703 5.5252
H -0.9557 0.9975 4.4270
H -1.9653 -0.3491 2.6777
H -1.8552 -1.8588 3.6910

Formula: C17H34CaO2P2
Source: OMol25
Level of theory: wB97M-V/def2-TZVPD

Summary:
highest occupied orbital energy = -4.39 eV

CARTESIAN COORDINATES (ANGSTROEM)
P 0.8122 1.7241 -2.3293
P -1.1756 -1.5304 -2.0874
C 0.4725 0.3699 -3.5309
C -0.8701 -0.3591 -3.4416
H 1.3198 -0.3365 -3.5882
H 0.4634 0.8972 -4.5054
H -1.7160 0.3369 -3.5475
H -0.9053 -1.0066 -4.3365
C -0.1310 -2.8981 -2.6046
H -0.0942 -3.6875 -1.8486
H 0.8902 -2.5547 -2.8148
H -0.5871 -3.2923 -3.5193
C -2.8616 -1.9741 -2.4340
H -2.8464 -2.6180 -3.3191
H -3.4122 -1.0451 -2.6213
H -3.2890 -2.4982 -1.5760
C 2.4638 2.1016 -2.8708
H 2.9700 2.7459 -2.1481
H 2.3882 2.6020 -3.8467
H 3.0329 1.1676 -2.9908
C -0.3356 2.9840 -2.9246
H -1.3617 2.5878 -2.9505
H -0.0207 3.2609 -3.9395
H -0.2899 3.8580 -2.2628
Ca -0.8805 0.7617 4.1668
C -1.1032 -1.3516 -0.2577
C 0.2330 -1.8581 0.0358
C 1.3345 -1.0524 -0.4444
C 1.9335 0.0169 0.5577
C 1.7592 1.3260 -0.0516
C 0.4788 1.8314 -0.5275
C -0.9723 1.2254 -0.3606
C -1.2468 0.0119 0.5054
C 0.8024 1.7761 5.2853
H -1.9289 -2.0068 0.0739
H 0.3493 -2.7589 0.6468
H 0.8790 -0.4728 -1.2920
H 2.1858 -1.5702 -0.9199
H 1.4607 -0.1164 1.5532
H 3.0234 -0.1765 0.6994
H 2.5287 2.0774 0.1424
H 0.4241 2.9312 -0.3654
H -1.3800 0.9777 -1.3689
H -1.6116 2.0484 0.0309
H -0.5873 -0.0323 1.4034
H -2.3054 0.0315 0.8424
H 0.5023 2.3037 6.2013
H 1.2779 2.5056 4.6157
H 1.5726 1.0560 5.5879
C -0.3558 -1.2172 7.1795
O -0.6372 -0.7304 5.8492
C -0.8910 -1.6285 4.7788
O -0.8995 -2.8105 5.0075
H -1.2475 -1.6968 7.5822
H -0.1005 -0.3330 7.7588
H 0.4853 -1.9038 7.1217

Number 1: calculated total energy -47567.7670 eV, maximum force 8.72 eV Å⁻¹. Number 2: calculated total energy -31938.3569 eV, maximum force 1.09 eV Å⁻¹. Number 3: calculated total energy -705455.8591 eV, maximum force 1.83 eV Å⁻¹. Number 4: calculated total energy -76954.6755 eV, maximum force 0.81 eV Å⁻¹. Number 5: calculated total energy -448662.8650 eV, maximum force 3.70 eV Å⁻¹. Number 6: calculated total energy -59281.4356 eV, maximum force 3.30 eV Å⁻¹.